59
Properties=species:S:1:pos:R:3:forces:R:3:nbo_charge:R:1 method="wB97M-V/def2-TZVPD" gap_ha=0.2464 charge=+1 max_force_ev_per_a=0.91 e_homo_ev=-11.473 total_energy_ev=-44095.561
C -6.06094 1.73104 0.05421 0.375 -0.307 0.150 -0.63
C -5.27833 0.57848 -0.51903 -0.045 -0.327 0.293 0.01
C -5.16751 0.34655 -1.88419 -0.046 0.155 -0.032 -0.20
C -4.40670 -0.70517 -2.38812 0.086 0.168 0.408 -0.21
C -3.74871 -1.54626 -1.50269 0.090 -0.291 0.010 -0.08
C -2.86313 -2.69610 -1.98322 -0.062 0.825 0.389 -0.47
C -1.46337 -2.39583 -1.53670 -0.287 -0.363 -0.081 0.33
C -0.76922 -3.09382 -0.56515 0.233 0.254 -0.081 -0.24
C 0.50797 -2.67767 -0.21629 0.079 -0.054 -0.013 -0.04
C 1.32278 -3.34618 0.86233 -0.047 -0.437 0.050 0.76
O 2.26154 -2.79621 1.33233 0.469 0.471 -0.120 -0.50
O 0.95039 -4.56053 1.29484 -0.155 -0.042 -0.584 -0.64
C 1.09744 -1.58399 -0.83876 -0.434 -0.050 -0.184 -0.20
C 0.37225 -0.92307 -1.80250 0.560 -0.112 0.392 0.11
N -0.86596 -1.33623 -2.11060 0.393 0.066 0.016 -0.43
C -3.86917 -1.34998 -0.12561 -0.160 0.322 -0.241 -0.17
C -4.62996 -0.29871 0.35931 0.065 -0.059 -0.355 -0.19
H -5.44379 2.62672 0.00844 -0.181 0.227 -0.140 0.23
H -6.24311 1.53749 1.10773 -0.135 0.051 0.089 0.22
H -7.01783 1.88570 -0.43345 0.017 0.115 -0.179 0.23
H -5.69048 1.01182 -2.55772 0.007 -0.012 -0.138 0.22
H -4.31757 -0.85699 -3.45474 -0.087 -0.039 -0.107 0.22
H -3.22424 -3.61096 -1.52554 0.178 -0.295 -0.225 0.25
H -2.85850 -2.75321 -3.07040 -0.224 -0.254 -0.064 0.24
H -1.22904 -3.93119 -0.06401 -0.188 -0.036 -0.060 0.25
H 0.54460 -5.03883 0.55849 -0.216 -0.230 0.269 0.49
H 2.08476 -1.25189 -0.56677 0.096 0.059 0.031 0.29
H 0.79447 -0.06254 -2.29068 -0.320 0.155 -0.211 0.26
H -1.38077 -0.79990 -2.80186 -0.150 -0.039 0.056 0.45
H -3.35705 -2.01329 0.55997 -0.035 -0.051 0.086 0.20
H -4.73287 -0.14896 1.42428 0.030 -0.010 0.087 0.22
C 3.03366 4.99364 -5.34644 -0.008 -0.019 0.023 -0.16
C 3.99261 4.18697 -4.74671 -0.101 0.057 -0.044 -0.20
C 3.62616 3.29466 -3.75387 0.205 -0.075 0.018 -0.20
C 2.29459 3.22399 -3.38056 0.047 0.163 -0.104 0.07
C 1.32564 4.02456 -3.96201 -0.206 0.054 -0.026 -0.21
C 1.70369 4.91509 -4.95196 0.118 -0.019 -0.025 -0.20
N 1.89980 2.26697 -2.34621 0.049 0.104 0.093 0.52
O 2.76301 1.58212 -1.83267 -0.034 -0.139 -0.062 -0.38
O 0.71641 2.18671 -2.04916 -0.045 -0.032 -0.143 -0.42
H 3.32393 5.68657 -6.12472 0.002 0.008 0.008 0.23
H 5.02660 4.25249 -5.05454 0.009 -0.008 0.018 0.23
H 4.36879 2.66693 -3.28424 -0.080 -0.040 0.064 0.25
H 0.29303 3.95990 -3.65309 0.033 -0.069 0.082 0.25
H 0.96119 5.54727 -5.41819 -0.014 -0.001 0.015 0.23
C 2.67364 -1.85883 4.11578 -0.026 -0.103 -0.074 -0.19
C 1.54505 -1.28011 4.68449 0.156 -0.036 -0.024 -0.22
C 1.63883 -0.59039 5.88274 -0.245 0.030 -0.063 -0.21
C 2.87268 -0.48698 6.49648 -0.001 -0.090 -0.169 0.09
C 4.00781 -1.05983 5.95338 0.208 -0.061 -0.046 -0.21
C 3.90257 -1.74976 4.75565 -0.142 0.025 -0.019 -0.21
N 2.98150 0.26387 7.75829 0.002 0.043 0.106 0.52
O 1.96264 0.73847 8.21838 0.007 -0.012 -0.021 -0.37
O 4.08221 0.36493 8.25850 -0.009 -0.015 -0.017 -0.37
H 2.59309 -2.39323 3.17018 0.146 0.250 0.655 0.24
H 0.58503 -1.36385 4.19070 -0.013 0.006 0.031 0.21
H 0.76323 -0.14025 6.32649 0.082 0.048 0.099 0.25
H 4.96197 -0.97115 6.45135 -0.059 0.074 0.091 0.25
H 4.78270 -2.20105 4.31808 0.011 0.000 0.019 0.22